1.
ORCA calculation (the ωB97M-V functional and the def2-TZVPD basis) on C4H9BrFOP in the gas phase in a non-equilibrium geometry.

Results
HOMO level: -0.349 hartree
SMILES string: CCOP[C@](C)(F)Br
E_tot: -3248.24980 a.u.
orbital gap: 10.142 eV

XYZ file:
```
17
Properties=species:S:1:pos:R:3:forces:R:3
C -2.23562 -1.04595 -1.68824 -0.09 -0.84 -1.08
C -1.07770 -1.19897 -0.66733 -2.86 0.43 0.08
O -0.75531 0.06560 -0.13740 -0.39 1.26 1.04
P 0.50193 0.84136 -0.79551 1.13 -1.10 -0.39
C 1.78944 0.68164 0.59064 -0.21 -0.61 0.18
C 1.48713 1.13758 2.00388 1.71 0.16 -0.84
F 2.88558 1.38899 0.20199 0.36 -0.13 -0.45
Br 2.25416 -1.33259 0.53187 -0.10 1.14 0.24
H -3.14749 -0.83907 -1.11976 0.16 0.38 -0.09
H -2.06977 -0.21459 -2.44770 -0.11 -1.21 0.86
H -2.50030 -2.04897 -2.20413 0.82 1.60 0.58
H -0.15281 -1.52985 -1.03369 0.77 -1.72 -0.71
H -1.57381 -1.74685 0.16674 1.23 -0.18 -0.46
H 0.15047 2.10172 -0.43971 -0.45 1.36 0.49
H 0.65367 0.66505 2.41207 -1.86 -0.31 0.40
H 2.29439 0.84155 2.66593 0.44 0.01 -0.07
H 1.49606 2.23335 1.96037 -0.55 -0.24 0.21
```
Forces are in eV/Å.


2.
ORCA calculation (the ωB97M-V functional and the def2-TZVPD basis) on a molecular structure, C37H29CrN8O6S.

Results
HOMO level (spin up / spin down): -0.278 / -0.283 hartree
E_tot: -3759.72971 a.u.
orbital gap (spin up / spin down): 7.537 / 7.665 eV
2S+1: 4

XYZ file:
```
82
Properties=species:S:1:pos:R:3:forces:R:3
Cr 0.46770 -0.37795 -0.61598 0.34 -0.10 -0.03
C -1.26897 -2.89968 -1.09527 -0.01 -0.08 -0.01
N 0.06489 -2.35236 -1.39621 0.05 0.11 0.02
C 1.16796 -3.24052 -1.01366 0.00 -0.06 -0.06
C 2.41718 -2.42429 -1.00379 0.03 -0.09 -0.02
N 2.37358 -1.12811 -1.15175 -0.09 0.13 0.27
C 3.67706 -0.67041 -0.99398 0.00 -0.04 -0.10
C 4.19183 0.62039 -1.05213 -0.01 0.00 0.02
C 5.55007 0.76314 -0.85883 0.03 -0.03 0.01
C 6.37988 -0.34502 -0.62307 -0.02 0.03 -0.01
C 5.87920 -1.63117 -0.57478 -0.03 0.01 0.00
C 4.50949 -1.76616 -0.76225 0.00 -0.06 -0.02
N 3.66936 -2.87853 -0.78262 0.05 0.13 -0.03
C -2.21252 -2.26546 -2.06524 -0.03 0.04 0.10
N -1.91569 -2.16757 -3.32713 -0.07 -0.06 -0.01
C -2.98972 -1.49145 -3.89158 0.03 0.02 0.01
C -3.20276 -1.09335 -5.20888 0.01 -0.01 -0.04
C -4.35830 -0.39335 -5.48854 -0.03 0.01 0.04
C -5.29104 -0.08813 -4.48325 0.02 -0.01 -0.02
C -5.09913 -0.48238 -3.17399 0.01 0.00 -0.02
C -3.93525 -1.19287 -2.90428 0.00 0.04 0.06
N -3.41542 -1.72422 -1.73546 -0.02 -0.01 -0.10
H -1.52779 -2.67722 -0.06047 -0.04 0.02 -0.03
H -1.27685 -3.98579 -1.24378 0.00 0.03 0.02
H 0.07500 -2.18012 -2.40623 0.07 -0.04 0.00
H 1.26220 -4.09465 -1.69372 -0.04 0.00 0.04
H 0.97957 -3.62958 -0.00950 0.00 0.03 0.00
H 3.54499 1.46641 -1.23906 -0.01 0.01 0.00
H 5.98965 1.75062 -0.88937 0.01 0.00 0.00
H 7.43937 -0.18650 -0.47571 0.01 0.00 0.00
H 6.52113 -2.48241 -0.39537 0.01 -0.01 0.00
H 3.93420 -3.83494 -0.62453 0.00 0.00 -0.01
H -2.47760 -1.32731 -5.97778 -0.01 0.02 0.02
H -4.55117 -0.06378 -6.50041 -0.01 0.01 -0.02
H -6.17743 0.47621 -4.73985 -0.01 0.00 -0.01
H -5.81227 -0.23407 -2.39971 0.00 0.00 0.01
H -3.73856 -1.54130 -0.80092 0.06 0.02 0.00
O 1.30959 -2.74990 3.10548 -0.04 0.03 -0.14
C 1.50969 -1.68057 3.91342 0.00 0.02 0.03
C 1.69255 -1.93302 5.27103 0.01 0.05 0.02
C 1.88091 -0.88656 6.15232 0.00 -0.03 0.01
C 1.89201 0.42848 5.69642 0.00 0.02 -0.03
C 1.71693 0.67908 4.35039 0.00 0.00 0.04
C 1.52791 -0.36043 3.43757 -0.03 0.01 -0.04
C 1.28867 -0.04370 2.00954 0.02 -0.15 0.12
O 0.96270 -1.04235 1.21248 0.02 0.01 -0.05
N 1.37360 1.18765 1.62077 -0.05 0.07 -0.18
N 1.02527 1.29481 0.26913 0.00 -0.05 0.11
C 0.85031 2.47928 -0.19809 0.08 0.10 -0.03
C 0.42702 2.77379 -1.54150 0.01 0.02 0.10
C 0.23317 4.12651 -1.86469 -0.01 0.02 -0.03
C -0.21705 4.51112 -3.10431 0.01 -0.03 0.00
C -0.49194 3.52153 -4.05365 -0.02 0.00 0.01
C -0.31818 2.18739 -3.76329 -0.01 0.03 -0.02
C 0.13960 1.77537 -2.50194 0.04 -0.08 -0.05
O 0.29667 0.48570 -2.28471 -0.14 0.02 0.07
H 1.12904 -2.36910 2.21623 0.02 -0.02 0.05
H 1.67560 -2.96059 5.60847 0.00 -0.01 0.00
H 2.01716 -1.09632 7.20570 0.00 0.00 0.01
H 2.03119 1.24754 6.38830 0.00 0.01 0.01
H 1.70721 1.69107 3.97010 0.00 0.01 0.00
H 1.00900 3.30683 0.49036 0.00 0.00 -0.03
H 0.42663 4.86846 -1.09961 0.00 0.01 0.02
H -0.37245 5.55543 -3.33477 0.00 0.01 -0.01
H -0.86118 3.80540 -5.03138 0.00 0.00 -0.01
H -0.54947 1.41651 -4.48623 0.00 -0.01 -0.02
O -3.95650 3.40392 1.13559 0.04 0.02 -0.01
S -2.59121 3.01110 1.32625 -0.08 -0.07 0.02
O -1.58396 4.02761 1.44746 0.03 0.07 0.00
N -2.12691 1.93567 0.17294 -0.01 -0.03 0.02
C -1.83392 0.78910 0.70281 -0.06 0.25 0.00
O -1.35212 -0.20058 0.04450 -0.17 -0.36 -0.12
C -2.05748 0.66850 2.17718 0.00 0.03 -0.01
C -1.85549 -0.41989 3.00556 0.05 -0.02 -0.01
C -2.07798 -0.25316 4.36781 0.01 0.03 -0.01
C -2.49028 0.97500 4.87643 0.01 0.00 -0.01
C -2.69437 2.06851 4.03874 -0.01 -0.03 0.01
C -2.47164 1.88042 2.69218 0.01 0.00 0.05
H -1.50280 -1.36151 2.60292 -0.01 0.01 0.00
H -1.90765 -1.08066 5.04408 0.00 -0.01 0.00
H -2.64537 1.08372 5.94195 0.00 0.00 0.00
H -3.00831 3.02673 4.42914 0.00 0.01 0.01
```
Forces are in eV/Å.


3.
ORCA calculation (the ωB97M-V functional and the def2-TZVPD basis) on 2 unconnected molecules or ions with the total composition C2H3NO in a non-equilibrium geometry.

Results
HOMO level: -0.412 hartree
E_tot: -207.93231 a.u.
orbital gap: 11.205 eV

XYZ file:
```
7
Properties=species:S:1:pos:R:3:forces:R:3
O 1.25054 -0.22454 0.48146 -0.27 0.58 0.02
C 0.80849 0.89940 0.57905 0.21 -0.40 -0.02
C -2.07750 -1.17199 -1.29064 1.00 -0.07 0.55
N -1.04276 -1.21327 -0.74003 -1.01 0.02 -0.55
H -0.13925 -1.15729 -0.27596 -0.03 -0.01 -0.01
H 1.46351 1.74907 0.82867 -0.02 -0.08 0.03
H -0.26303 1.11861 0.41746 0.12 -0.06 -0.02
```
Forces are in eV/Å.


ΔE to the lowest compared entry with this formula, charge and spin values (in kJ/mol) by entry order: 0.00, 0.00, 171.60.